Molecular formula: C15H16AlBeBrCl3FNO12P2
Method: DFT, the ωB97M-V functional and the def2-TZVPD basis

XYZ file:
```
53
Properties=species:S:1:pos:R:3:forces:R:3:mulliken_charge:R:1
Br -1.22221 -1.39570 -2.95991 0.24 0.34 -0.09 -0.042
Cl -4.96838 2.64357 1.56070 0.33 -0.15 -0.48 -0.197
Cl -6.28824 4.92261 -2.28961 1.11 -1.58 -0.67 -0.439
Cl 0.12358 1.15963 -1.32738 -0.34 -0.25 0.73 -0.122
P -3.21742 3.43166 0.80904 0.37 1.36 0.34 0.033
P 6.56736 -5.29756 4.16908 -0.10 -0.62 -0.80 1.200
Al -4.87985 2.98313 -3.52996 -0.87 1.81 0.44 0.740
F -1.33267 -0.16923 2.79082 -0.19 0.21 -0.06 -0.373
O 6.19470 -3.03501 2.00467 0.14 -0.96 -0.26 -0.549
O 2.22600 0.37218 1.15172 0.43 -0.05 -0.13 -0.364
O -3.71539 1.80692 -2.11045 -0.83 -0.34 0.20 -0.381
O 5.63272 -4.30249 4.82291 -0.09 -0.51 0.84 -0.303
O 5.96668 -5.90624 2.82813 1.05 0.71 -0.55 -0.170
O -3.70100 4.20866 -0.52985 -0.22 -0.83 0.43 -0.216
O -0.61799 4.95023 -0.92758 0.14 -0.54 -0.53 -0.207
O 7.86575 -4.68396 3.66017 -0.19 -0.34 -2.23 -0.445
O -3.50718 0.01424 1.13643 1.09 0.83 -0.86 -0.501
O -1.43715 3.13136 -1.77940 -1.15 -0.41 0.25 -0.316
O 6.77301 -6.34205 5.24306 -0.63 0.42 0.71 -0.268
O -2.80364 -0.01894 -0.99427 -0.80 1.18 0.68 -0.278
N -0.27297 3.92169 -1.31404 0.32 0.94 0.73 0.200
C -4.24934 -0.93792 -3.77072 -0.19 0.51 -0.79 -1.215
C -1.09235 1.88281 1.51914 -1.03 -0.21 -0.21 -1.207
C 5.26697 -2.24774 1.81426 0.01 0.09 -0.21 0.623
C -1.53736 1.89120 -1.11944 0.90 1.31 -0.84 1.065
C -2.10211 1.90416 0.32922 -0.11 -1.62 -0.54 1.630
C -2.86355 0.57358 0.29621 -1.31 -0.96 1.01 -0.433
C -2.53853 1.00171 -1.88527 1.52 -1.36 -0.74 -0.078
C 3.09915 -1.35305 2.49341 0.00 -0.01 0.02 -0.436
C 5.30882 -1.31283 0.67400 0.10 -0.02 -0.02 -0.449
C 4.09565 -2.20765 2.70816 0.11 -0.07 0.08 -0.297
C 4.31621 -0.45555 0.45267 0.01 0.00 -0.03 -0.529
C 3.13023 -0.40670 1.34749 -0.01 0.03 -0.02 0.331
C -0.53416 0.51530 1.88734 0.77 0.10 0.23 -0.677
C -2.05735 0.34890 -3.22722 -0.88 0.50 -0.32 -0.968
C -3.19641 0.08899 -4.23421 0.19 -0.56 0.51 -0.427
Be 7.05983 -5.15690 2.07621 -0.44 1.35 2.35 0.510
H -4.45138 -0.92761 -2.70020 0.10 -0.13 0.02 0.362
H -2.69330 -0.29867 -5.12024 -0.16 0.13 -0.13 0.539
H -1.36734 1.04193 -3.70761 0.34 -0.24 0.20 0.571
H -4.62880 4.04319 -0.77969 -0.11 0.38 -0.17 0.142
H 4.32412 0.23924 -0.37732 -0.02 0.01 0.01 0.450
H 4.09309 -2.90259 3.53497 0.02 -0.09 0.09 0.446
H 0.42203 0.67226 2.37684 -0.06 0.01 0.07 0.386
H -0.32152 2.63343 1.34455 0.16 -0.18 -0.05 0.453
H 6.18240 -1.36411 0.03677 0.01 0.00 0.02 0.420
H -3.68855 1.01826 -4.53578 0.21 0.13 0.03 -0.058
H 2.22870 -1.30712 3.13605 -0.01 0.00 -0.01 0.493
H -4.46998 1.18992 -2.02179 0.23 -0.21 0.28 0.614
H -5.17891 -0.71636 -4.30313 -0.06 -0.09 0.14 0.368
H -3.95264 -1.93131 -4.09477 0.00 -0.11 0.36 0.365
H -1.64863 2.22727 2.39803 0.11 0.02 0.04 0.671
H -0.34067 -0.14072 1.03776 -0.21 0.05 -0.06 0.333
```
Forces are in eV/Å.

Results
HOMO = -10.6 eV
charge = +1
frontier orbital gap = 0.87 eV
E_LUMO = -9.71 eV


Molecular formula: C5H11O2
Method: DFT, the ωB97M-V functional and the def2-TZVPD basis

XYZ file:
```
18
Properties=species:S:1:pos:R:3:forces:R:3:mulliken_charge:R:1
O 0.26819 1.88514 0.39378 0.08 0.06 -0.06 -0.694
O 1.13292 2.05397 2.47704 0.10 0.11 -0.03 -0.760
C 0.21907 -0.46867 -2.15580 -0.52 -0.05 -0.58 -0.555
C -0.27917 0.21003 1.96519 -0.55 0.59 -0.42 -0.198
C 0.45777 1.51131 1.57543 -0.03 0.03 0.09 0.459
C -1.80142 0.42574 1.84724 0.50 -0.60 -0.01 -1.032
C 1.48256 -1.32169 -2.32660 -0.13 1.33 1.08 -0.859
H 2.13983 -1.13541 -1.46820 -0.16 -0.17 0.05 0.265
H -2.07392 1.37135 2.30960 -0.24 0.00 0.08 0.304
H 2.05946 -0.90232 -3.14789 -0.05 -0.83 -0.56 0.291
H -2.08574 0.43193 0.79846 -0.05 0.28 -0.11 0.211
H -2.32788 -0.41751 2.30982 -0.15 0.21 0.13 0.314
H -0.16782 -0.47187 -1.13697 0.11 0.19 -0.08 -0.043
H 0.35985 0.55750 -2.48906 0.34 0.18 0.53 0.294
H 1.22228 -2.37388 -2.31806 0.36 -0.21 -0.56 0.276
H 0.00259 -0.52024 1.19927 0.17 -0.37 0.50 0.107
H -0.58743 -0.79156 -2.82634 0.05 -0.40 0.12 0.315
H -0.02113 -0.04382 2.99308 0.18 -0.35 -0.17 0.304
```
Forces are in eV/Å.

Results
HOMO = -3.8 eV
charge = -1
frontier orbital gap = 7.68 eV
energy above the lowest of the compared OMol25 structures with the same formula, charge and spin = 8.70 kcal/mol
E_LUMO = 3.84 eV


Molecular formula: C50H64N5O4P2ReSe
Method: DFT, the ωB97M-V functional and the def2-TZVPD basis

XYZ file:
```
127
Properties=species:S:1:pos:R:3:forces:R:3:mulliken_charge:R:1
Re 0.45438 -0.70584 -0.56743 -1.98 -0.39 2.09 1.907
Se 7.63732 -3.77611 -0.92525 0.42 -0.13 -0.02 0.399
P -1.21385 -1.91008 -2.06515 0.61 -0.47 0.10 0.675
P 0.03251 1.40041 -2.77155 0.13 0.89 0.37 -0.493
O 0.83659 1.06413 1.13331 -0.02 -0.74 -0.39 -0.009
O -0.78583 1.17035 -1.27270 0.74 -0.28 0.07 0.427
O -0.99255 2.46973 -3.36981 0.04 -0.37 0.12 -0.351
O 1.22368 2.32749 -2.23751 -0.18 -0.15 -0.31 0.291
N 6.02454 -4.45151 -0.82075 -0.49 -0.33 0.04 -0.831
N 1.59328 -2.53062 -0.53864 0.01 0.31 -0.03 0.944
N -0.80654 -1.49951 0.84512 1.99 1.74 -2.31 1.071
N 7.07063 -2.11543 -0.89935 -0.05 0.54 0.00 -0.851
N 2.67838 -0.10775 -0.63743 -0.97 -0.52 -0.24 0.327
C 5.17658 -3.45205 -0.77400 0.47 0.24 -0.07 0.596
C 4.54127 1.38410 -0.65454 -0.03 -0.11 0.04 -1.586
C 0.30101 5.28508 3.36125 0.02 0.08 0.05 -0.870
C -1.33405 2.66457 -4.77186 -0.04 0.19 -0.39 -0.080
C -1.00257 0.53057 6.21494 -0.12 -0.02 0.13 -1.789
C -4.50804 -5.71161 -0.22652 -0.05 -0.07 0.03 -1.787
C 3.74506 -3.61556 -0.67672 -0.35 0.14 0.03 0.558
C 3.53468 -1.15188 -0.70355 0.44 0.23 -0.08 -0.487
C -0.32011 -2.89971 -3.40570 0.07 0.00 0.23 0.909
C 1.52333 -1.91379 2.68186 -0.13 0.09 -0.08 -1.140
C -4.03454 -1.14568 -2.42425 -0.02 -0.07 0.00 -1.632
C 1.05609 4.92513 4.47639 -0.11 -0.04 -0.25 0.508
C -3.22191 -0.19187 1.80938 -0.05 -0.07 0.13 -1.304
C 3.14214 -4.87129 -0.59177 -0.02 0.09 -0.01 -1.013
C -1.97478 -0.32712 2.64354 0.20 -0.19 -0.38 1.663
C -1.68703 -2.53621 0.57513 -0.52 -1.08 0.03 1.185
C 0.17990 -0.67954 4.35311 -0.30 0.05 0.19 -0.230
C 0.27783 -1.15978 3.05930 -0.26 -0.34 -0.45 0.602
C -2.73445 -1.53465 -3.13134 0.01 0.44 0.25 0.452
C 1.18229 5.86227 5.63101 0.08 0.07 0.04 -1.621
C -3.49475 -4.64729 0.03858 0.12 0.07 0.09 0.443
C -2.23957 1.10983 -1.22579 -0.39 0.13 0.07 0.537
C 1.24601 3.78628 -2.30285 0.05 0.31 0.14 -0.217
C 2.21930 4.33112 -1.28181 -0.07 -0.18 -0.09 -1.003
C 2.94530 -2.46466 -0.64969 0.09 -0.38 -0.02 -0.089
C -0.65350 5.01325 1.11641 -0.07 -0.05 0.05 -1.314
C 5.76282 -2.14363 -0.81918 0.07 -0.50 -0.02 0.778
C 4.92070 -0.97194 -0.76984 -0.38 0.25 0.07 0.623
C 1.77188 -4.92622 -0.47161 0.11 0.02 0.05 -1.211
C -1.97873 -2.91626 -0.75295 0.02 0.32 0.02 -0.867
C 0.15405 4.46047 2.26274 0.02 -0.12 0.02 1.104
C 1.72868 3.70313 4.44488 0.08 -0.06 0.02 -1.017
C -2.84979 2.17615 -0.34463 0.33 0.04 -0.11 -1.825
C 1.18575 -2.64885 -3.53956 -0.07 0.03 -0.06 -1.713
C -0.93565 0.01487 4.81318 0.16 -0.06 -0.18 0.389
C -3.14144 -4.31470 1.35188 -0.04 -0.12 -0.15 -1.240
C -0.81141 -0.98310 2.17834 -0.31 0.44 1.05 -0.870
C -1.35348 4.14509 -5.07898 0.07 -0.16 0.13 -1.369
C -2.26554 -3.28988 1.61820 0.34 0.34 -0.01 -0.561
C -2.44634 -0.63378 -4.34748 -0.01 -0.12 0.00 -1.688
C -2.87548 -3.94553 -0.99723 -0.01 -0.11 0.05 -0.027
C 1.04723 -3.74552 -0.44375 -0.09 -0.07 0.13 -0.990
C 1.61362 2.83463 3.38065 -0.08 -0.09 -0.14 1.040
C -1.99474 0.18226 3.92960 -0.02 0.08 0.14 -1.362
C 5.42321 0.33455 -0.76156 0.00 -0.05 -0.02 -1.308
C 0.76294 3.17333 2.28588 0.24 -0.02 0.27 -0.034
C -0.63940 -4.39419 -3.38499 -0.05 0.06 -0.16 -1.345
C 3.17715 1.12050 -0.58200 0.02 0.31 0.11 0.190
C 0.46090 2.24334 1.23484 -0.10 0.46 -0.08 0.109
C 2.41834 1.56998 3.37878 0.04 -0.04 0.05 -1.216
H 3.23908 4.00904 -1.49225 -0.01 0.04 -0.02 0.341
H 1.46968 -2.79553 -4.58227 0.00 -0.04 0.01 0.645
H 3.11164 1.56209 2.53415 0.03 -0.02 -0.01 0.081
H -1.71969 4.94682 1.34062 -0.04 -0.05 -0.08 0.387
H -3.92142 1.98546 -0.26906 0.00 0.02 0.00 0.407
H 6.49265 0.48980 -0.82541 0.00 -0.01 0.02 0.592
H -4.13450 -0.07077 -2.29466 -0.05 -0.09 -0.05 0.456
H -1.99767 -3.05602 2.64014 -0.04 -0.02 0.01 0.644
H -2.88228 0.70720 4.26622 -0.01 0.00 -0.02 0.592
H -4.20431 -6.65362 0.23374 0.01 0.00 -0.04 0.388
H -3.02903 -0.29749 0.74557 -0.12 -0.05 0.21 -0.366
H -1.50743 -0.09408 -4.25106 0.04 0.03 -0.10 0.327
H 1.27576 -2.88185 2.24827 0.08 -0.08 -0.09 0.334
H -0.01919 -3.79383 -0.32531 -0.01 -0.02 -0.03 0.825
H 1.94939 6.60914 5.40939 0.00 -0.01 0.02 0.320
H -1.70359 -4.59463 -3.50465 0.04 -0.04 0.01 0.396
H 3.76553 -5.75588 -0.61352 -0.03 -0.03 0.00 0.612
H -2.39834 -1.20570 -5.27297 0.01 0.00 0.00 0.330
H -3.55870 -4.88370 2.17364 -0.04 0.04 0.01 0.509
H 1.46747 -1.62755 -3.27272 0.03 -0.01 -0.01 0.045
H -2.87414 -2.55724 -3.49815 0.07 -0.05 0.09 1.193
H 1.77272 0.70280 3.27629 0.17 0.12 0.01 0.097
H -0.42489 6.07188 0.99871 0.00 -0.01 -0.02 0.538
H -0.61205 2.14279 -5.40369 -0.01 -0.06 0.05 0.377
H -0.29189 -4.87405 -2.47191 -0.02 -0.03 0.01 0.207
H 1.24734 -5.86768 -0.38737 0.00 0.01 0.00 0.670
H -2.50924 0.12057 -0.85803 0.19 0.11 -0.19 -1.335
H 1.47767 5.34881 6.54364 -0.02 -0.01 0.00 0.418
H -3.94217 -0.96257 2.09236 -0.02 -0.01 -0.03 0.460
H 1.00061 -0.85867 5.03782 0.03 0.02 -0.03 0.429
H 2.12252 -1.33930 1.97352 0.10 -0.03 -0.08 -0.079
H 2.19143 5.41948 -1.32427 0.03 0.01 0.03 0.410
H -0.77889 -2.47491 -4.30043 -0.05 0.03 0.04 0.974
H -2.42859 2.15547 0.65995 -0.01 0.03 0.00 0.180
H 2.99528 1.48008 4.29757 0.02 0.04 0.00 0.560
H -0.17985 6.25687 3.34824 0.01 0.00 0.01 0.529
H -3.69806 0.77157 1.98674 0.00 -0.05 0.02 0.699
H 4.88680 2.40711 -0.61470 0.00 0.00 0.01 0.619
H -4.66296 -5.87515 -1.29052 0.00 -0.01 0.00 0.398
H 0.24477 4.17518 -2.12662 -0.04 -0.07 -0.02 0.356
H -0.35519 4.57574 -5.01226 -0.02 0.04 -0.01 0.309
H -2.62025 1.22902 -2.23731 0.13 -0.07 -0.03 0.596
H -1.72534 4.29134 -6.09240 0.02 0.02 -0.01 0.465
H -3.24927 0.09163 -4.46771 0.00 0.03 0.02 0.487
H -0.46216 4.52760 0.16283 -0.05 0.03 -0.04 -0.240
H -4.15126 -1.62660 -1.45486 -0.06 -0.03 0.03 0.113
H -5.46282 -5.43831 0.22711 -0.01 -0.01 -0.04 0.368
H -2.01943 4.66607 -4.39176 0.00 0.03 -0.02 0.305
H -2.32200 2.23477 -4.93114 0.04 -0.07 0.07 0.176
H 0.25254 6.40205 5.80370 -0.01 -0.02 0.02 0.416
H -3.12701 -4.21220 -2.01504 -0.05 0.01 0.02 0.146
H 2.37274 3.43179 5.27330 -0.02 0.01 0.01 0.452
H 1.76717 -3.35296 -2.94815 0.03 0.01 0.02 0.474
H 1.55450 4.06403 -3.31035 -0.05 -0.05 0.00 0.365
H -0.13310 -4.87102 -4.22575 0.02 0.00 0.01 0.479
H 1.94704 4.02103 -0.27043 0.01 0.10 0.02 0.156
H 2.46952 1.92309 -0.47158 0.09 -0.13 -0.04 0.049
H -0.17596 2.65274 0.44852 -0.10 -0.16 -0.09 -0.793
H -0.01647 0.57651 6.67283 0.00 0.03 0.00 0.422
H -4.86853 -1.46546 -3.05096 0.00 -0.01 0.00 0.548
H 2.13457 -2.08504 3.56522 0.01 -0.02 -0.01 0.597
H -1.46287 1.51771 6.25262 0.05 0.02 -0.01 0.431
H -2.71022 3.16317 -0.78168 0.03 0.07 0.02 0.362
H -1.62094 -0.12814 6.82966 0.02 0.00 -0.01 0.362
```
Forces are in eV/Å.

Results
⟨S²⟩ = 0.8120
HOMO (spin up / spin down) = -15.2 / -15.3 eV
2S+1 = 2
charge = +3
frontier orbital gap (spin up / spin down) = 5.68 / 5.59 eV
energy above the lowest of the compared OMol25 structures with the same formula, charge and spin = 58.83 kcal/mol
E_LUMO (spin up / spin down) = -9.56 / -9.67 eV


Molecular formula: C16H15N3O2
Method: DFT, the ωB97M-V functional and the def2-TZVPD basis

XYZ file:
```
36
Properties=species:S:1:pos:R:3:forces:R:3:mulliken_charge:R:1
O -1.61778 0.34599 0.03111 -0.10 -0.12 0.04 -0.202
O 0.91238 2.63761 -0.93059 -0.07 0.16 -0.08 -0.618
N 4.33391 1.15909 1.01055 0.30 0.49 0.25 -0.739
N 2.26126 0.60260 0.43164 -0.20 0.08 -0.15 0.035
N 0.90118 0.70467 0.25705 0.14 -0.58 0.36 -0.362
C -3.30684 -1.17307 0.60685 0.15 0.11 -0.04 -0.472
C -1.20028 1.56358 -0.53655 -0.05 0.39 -0.21 -0.062
C -5.27925 0.45206 -0.42395 -0.08 -0.21 0.10 -0.804
C 2.78030 -1.63692 -0.62622 -0.17 0.00 -0.05 -0.522
C 3.05619 -0.43936 0.01184 0.58 -0.21 -0.09 0.569
C 5.42952 -0.92640 0.13930 -0.13 0.05 0.01 -0.650
C -3.95649 0.86286 -0.48517 0.43 0.14 -0.03 -0.379
C -7.06618 -1.20432 0.20621 0.02 -0.05 0.00 -1.410
C 3.85454 -2.46737 -0.87617 -0.11 -0.05 -0.03 -0.669
C 4.36460 -0.07128 0.40014 -0.70 -0.38 -0.28 0.384
C 3.09406 1.52342 1.00768 0.03 0.15 0.19 -0.056
C 0.31786 1.70695 -0.44584 -0.16 -0.09 -0.10 -0.012
C -2.96108 0.04854 0.03211 -0.13 -0.14 0.06 0.656
C -5.63686 -0.75937 0.14455 -0.05 0.13 -0.06 0.714
C -4.62638 -1.56641 0.65969 0.09 0.13 -0.05 -0.631
C 5.15291 -2.11734 -0.49891 0.18 -0.06 0.00 -0.415
H -6.04340 1.09799 -0.83142 -0.08 0.05 -0.03 0.271
H -3.72422 1.81429 -0.93682 0.06 0.09 -0.04 0.391
H 2.72522 2.45120 1.39793 -0.20 0.18 0.06 0.431
H 1.77688 -1.90465 -0.92320 -0.08 -0.04 -0.04 0.469
H 0.32319 -0.05120 0.60599 0.21 0.19 0.06 0.407
H -7.20592 -2.11031 -0.38260 -0.09 -0.05 -0.03 0.319
H -2.52455 -1.79943 1.00673 0.10 -0.07 0.05 0.387
H 3.68879 -3.40968 -1.37656 -0.02 -0.07 -0.04 0.369
H 5.95869 -2.80224 -0.71712 0.07 -0.05 -0.01 0.375
H 6.43112 -0.65514 0.43027 0.13 0.04 0.04 0.422
H -1.64636 2.42237 -0.01534 0.07 -0.11 -0.08 0.386
H -7.73040 -0.43558 -0.17958 -0.09 0.01 -0.01 0.341
H -1.47352 1.62791 -1.59845 0.07 0.00 0.14 0.373
H -7.35103 -1.42877 1.23302 -0.10 -0.01 0.04 0.337
H -4.88024 -2.51577 1.10805 -0.01 -0.11 0.06 0.368
```
Forces are in eV/Å.

Results
HOMO = -8.7 eV
frontier orbital gap = 9.21 eV
energy above the lowest of the compared OMol25 structures with the same formula, charge and spin = 27.50 kcal/mol
E_LUMO = 0.55 eV


Question: Number 3 is which compound?
Answer: C50H64N5O4P2ReSe